Molecular formula: C3H2FNO
Method: DFT, the ωB97M-V functional and the def2-TZVPD basis

The calculation puts the energy above the lowest of the compared OMol25 structures with the same formula, charge and spin at 30.10 kcal per mole. Its structure (SMILES) is Fc1ccno1. The orbital gap comes out at 11.16 eV. Its net charge is 0. The HOMO energy is -10.24 eV. The strongest force on any atom is 2.9 eV/Å. Its spin multiplicity is 1.

Last column: Mulliken charge in e.
Geometry (Å):
F (1.204, -2.018, -0.307)  -0.233
C (0.443, -0.897, -0.191)  0.460
C (0.443, 0.207, 0.583)  -0.220
C (-0.633, 0.971, 0.073)  -0.373
N (-1.189, 0.343, -0.905)  -0.367
O (-0.538, -0.788, -1.090)  -0.081
H (1.150, 0.296, 1.395)  0.350
H (-0.879, 1.887, 0.443)  0.464

Molecular formula: C3H2FNOS
Method: DFT, the ωB97M-V functional and the def2-TZVPD basis

The calculation puts the energy above the lowest of the compared OMol25 structures with the same formula, charge and spin at 18.86 kcal per mole. Its structure (SMILES) is Fc1ncoc1S. The orbital gap comes out at 9.09 eV. Its net charge is 0. The HOMO energy is -8.58 eV. The strongest force on any atom is 3.5 eV/Å. Its spin multiplicity is 1.

Last column: Mulliken charge in e.
Geometry (Å):
F (-1.219, -1.627, 0.363)  -0.232
C (-0.437, -0.764, -0.226)  0.470
N (-0.103, -1.155, -1.464)  -0.529
C (0.647, -0.134, -1.878)  0.016
O (0.904, 0.735, -0.925)  -0.302
C (0.298, 0.315, 0.209)  0.271
S (0.036, 1.264, 1.632)  -0.258
H (1.315, 0.047, -2.638)  0.403
H (-0.484, 0.081, 2.271)  0.162

Molecular formula: C3H2FP
Method: DFT, the ωB97M-V functional and the def2-TZVPD basis

The calculation puts the energy above the lowest of the compared OMol25 structures with the same formula, charge and spin at 0.10 kcal per mole. The orbital gap (spin up / spin down) comes out at 6.58 / 7.44 eV. Its net charge is 0. The HOMO energy (spin up / spin down) is -6.27 / -10.03 eV. The strongest force on any atom is 4.6 eV/Å. Its spin multiplicity is 3.

Last column: Mulliken charge in e.
Geometry (Å):
C (1.262, 1.073, 0.097)  -0.254
C (1.398, -0.061, 0.315)  0.073
C (-1.805, -0.790, -0.263)  -0.212
F (1.698, -1.289, 0.414)  -0.231
P (-1.844, 0.771, -0.163)  -0.286
H (0.926, 2.092, 0.055)  0.411
H (-1.635, -1.795, -0.454)  0.498